Below is C4H5NO in the gas phase, with properties calculated with ωB97M-V/def2-TZVPD.

Output
SMILES string: CC#CC(N)=O
orbital gap: 10.62 eV
E_HOMO: -9.7 eV
LUMO level: 0.941 eV
2S+1: 1
total energy: -7765.08146 eV

Structure (XYZ):
```
11
Properties=species:S:1:pos:R:3:forces:R:3
C -2.417 0.014 0.330 -0.2 -0.1 0.0
C -0.995 0.316 0.297 0.6 0.2 -0.2
C 0.209 0.324 0.217 -0.7 -0.1 0.1
C 1.510 -0.328 0.164 0.1 -0.3 0.0
O 1.580 -1.505 0.475 0.2 0.2 -0.1
N 2.589 0.354 -0.292 0.1 0.0 0.0
H -2.695 -0.409 -0.638 0.0 0.0 0.1
H -3.103 0.838 0.534 0.3 0.1 0.1
H -2.553 -0.752 1.096 -0.2 0.0 -0.1
H 3.436 -0.190 -0.315 0.1 0.2 0.0
H 2.628 1.349 -0.439 -0.2 -0.2 0.0
```
Forces are in eV/Å.

Löwdin charges, unit e, in atom order: atom 1 (C): -0.0896, atom 2 (C): -0.0628, atom 3 (C): 0.0573, atom 4 (C): -0.5789, atom 5 (O): 0.0573, atom 6 (N): 0.1526, atom 7 (H): 0.0863, atom 8 (H): 0.0771, atom 9 (H): 0.0875, atom 10 (H): 0.1089, atom 11 (H): 0.1043

***

Below is 2 unconnected molecules or ions with the total composition C4H5NO, with properties calculated with ωB97M-V/def2-TZVPD.

Output
orbital gap: 8.06 eV
E_HOMO: -9.3 eV
LUMO level: -1.264 eV
2S+1: 1
total energy: -7761.79858 eV

Structure (XYZ):
```
11
Properties=species:S:1:pos:R:3:forces:R:3
C -1.477 -0.780 0.531 0.0 -0.2 -0.1
C -0.363 -0.644 -0.182 -0.3 0.1 0.5
N 0.914 -0.895 0.290 0.1 0.3 -0.2
C 1.654 -0.076 -0.373 0.2 -0.1 0.1
C 0.917 0.678 -1.459 -0.2 -0.4 0.1
O -0.311 0.197 -1.298 0.3 0.1 -0.2
H -0.253 1.550 0.871 0.2 0.4 -0.1
H -1.445 -1.336 1.458 0.1 0.0 -0.1
H -2.404 -0.307 0.237 0.1 -0.1 -0.2
H 2.693 0.083 -0.101 -0.1 -0.1 -0.3
H 0.147 1.943 0.368 -0.2 0.0 0.4
```
Forces are in eV/Å.

Löwdin charges, unit e, in atom order: atom 1 (C): 0.1440, atom 2 (C): -0.4709, atom 3 (N): 0.1336, atom 4 (C): -0.1563, atom 5 (C): -0.0120, atom 6 (O): -0.0759, atom 7 (H): 0.0851, atom 8 (H): 0.0841, atom 9 (H): 0.0857, atom 10 (H): 0.1022, atom 11 (H): 0.0804

***

Below is C4H5NO in the gas phase in a non-equilibrium geometry, with properties calculated with ωB97M-V/def2-TZVPD.

Output
SMILES string: Cc1ncco1
orbital gap: 9.38 eV
E_HOMO: -8.9 eV
LUMO level: 0.452 eV
2S+1: 1
total energy: -7764.06826 eV

Structure (XYZ):
```
11
Properties=species:S:1:pos:R:3:forces:R:3
C 1.577 0.052 0.174 0.2 -0.2 0.4
C 0.469 0.453 -0.737 -0.1 0.1 0.2
N -0.359 1.333 -0.226 0.2 -0.4 0.0
C -1.446 0.584 0.122 -0.4 -0.1 0.1
C -1.241 -0.712 -0.251 -0.9 0.2 -0.5
O -0.128 -0.766 -1.001 -0.2 -0.2 0.4
H 0.820 -0.477 0.867 1.7 0.6 0.1
H 2.086 0.884 0.660 -0.1 -0.2 -0.1
H 2.245 -0.718 -0.208 0.1 0.2 -0.1
H -2.249 1.000 0.707 -0.1 0.0 -0.2
H -1.776 -1.633 -0.108 -0.3 0.1 -0.2
```
Forces are in eV/Å.

Löwdin charges, unit e, in atom order: atom 1 (C): -0.0061, atom 2 (C): -0.3818, atom 3 (N): 0.1121, atom 4 (C): -0.1196, atom 5 (C): -0.1076, atom 6 (O): -0.0068, atom 7 (H): 0.1161, atom 8 (H): 0.0865, atom 9 (H): 0.0809, atom 10 (H): 0.1062, atom 11 (H): 0.1200

***

Below is C4H5NO in the gas phase, with properties calculated with ωB97M-V/def2-TZVPD.

Output
orbital gap (spin up / spin down): 6.96 / 6.96 eV
E_HOMO (spin up / spin down): -9.1 / -9.1 eV
LUMO level (spin up / spin down): -2.169 / -2.167 eV
2S+1: 1
total energy: -7762.97257 eV

Structure (XYZ):
```
11
Properties=species:S:1:pos:R:3:forces:R:3
N 0.002 -2.022 -1.342 0.2 0.0 0.2
C -0.193 -0.849 -0.815 -0.2 -0.1 -0.3
C 0.369 -0.709 0.538 0.0 0.1 0.1
C 0.452 0.557 1.063 0.0 -0.1 -0.1
C -0.298 1.593 0.532 0.0 0.0 0.0
O -0.784 0.158 -1.322 0.2 0.1 0.2
H -0.278 -1.993 -2.323 -0.1 0.0 0.0
H 0.790 -1.587 1.016 -0.1 0.1 -0.1
H 1.196 0.773 1.823 0.0 0.0 0.0
H 0.035 2.617 0.688 0.1 -0.1 -0.1
H -1.291 1.462 0.143 0.0 -0.1 0.1
```
Forces are in eV/Å.

Löwdin charges, unit e, in atom order: atom 1 (N): 0.1551, atom 2 (C): -0.6521, atom 3 (C): 0.0552, atom 4 (C): -0.1218, atom 5 (C): 0.1611, atom 6 (O): -0.0462, atom 7 (H): 0.0534, atom 8 (H): 0.1167, atom 9 (H): 0.1137, atom 10 (H): 0.0874, atom 11 (H): 0.0776

***

Below is C4H5NO2 in the gas phase in a non-equilibrium geometry, with properties calculated with ωB97M-V/def2-TZVPD.

Output
SMILES string: O=CN1CCC1=O
orbital gap: 10.58 eV
E_HOMO: -10.2 eV
LUMO level: 0.415 eV
2S+1: 1
total energy: -9812.71142 eV

Structure (XYZ):
```
12
Properties=species:S:1:pos:R:3:forces:R:3
C 2.013 -0.068 -0.079 0.6 2.9 1.3
C -0.438 -0.973 -0.142 -1.0 -0.5 -0.1
C -1.463 0.265 0.191 -2.8 -2.3 0.7
C -0.337 1.140 -0.048 2.7 2.5 0.8
H 2.234 -1.094 -0.103 0.8 -1.8 -0.3
H -0.628 -1.359 -1.216 0.5 0.3 1.9
H -0.372 -1.836 0.678 -0.1 2.0 -1.9
H -2.395 0.540 -0.415 1.5 -0.9 0.3
H -1.911 0.164 1.250 1.3 0.5 -1.4
N 0.640 0.071 -0.108 -1.5 0.3 -0.3
O 2.845 0.815 0.136 -1.8 -1.6 -0.8
O -0.188 2.334 -0.144 -0.2 -1.5 -0.1
```
Forces are in eV/Å.

Löwdin charges, unit e, in atom order: atom 1 (C): -0.2595, atom 2 (C): -0.0849, atom 3 (C): -0.0622, atom 4 (C): -0.4466, atom 5 (H): 0.1131, atom 6 (H): 0.1287, atom 7 (H): 0.1477, atom 8 (H): 0.1389, atom 9 (H): 0.1444, atom 10 (N): 0.0009, atom 11 (O): 0.0505, atom 12 (O): 0.1289

***

Below is a molecular structure, C4H5NO2, with properties calculated with ωB97M-V/def2-TZVPD.

Output
orbital gap: 8.71 eV
E_HOMO: -8.7 eV
LUMO level: 0.006 eV
2S+1: 1
total energy: -9810.04045 eV

Structure (XYZ):
```
12
Properties=species:S:1:pos:R:3:forces:R:3
O -2.354 0.773 -0.200 0.1 0.0 0.0
C -1.638 -0.277 -0.074 0.1 0.0 -0.1
C -0.321 0.048 -0.494 -0.1 -0.1 0.2
C 0.598 0.807 0.498 -0.1 0.3 0.0
N 1.719 -0.115 0.699 -0.1 -0.4 -0.3
C 1.567 -1.038 -0.151 0.2 0.1 0.2
O 0.480 -1.027 -0.968 0.1 0.0 0.0
H -2.080 -1.214 0.273 0.1 0.1 -0.1
H -1.315 1.133 -0.804 -0.2 0.1 0.0
H 0.997 1.740 0.086 -0.1 -0.1 0.1
H 0.101 1.040 1.445 0.0 0.0 -0.2
H 2.246 -1.868 -0.310 0.0 0.1 0.0
```
Forces are in eV/Å.

Löwdin charges, unit e, in atom order: atom 1 (O): 0.0201, atom 2 (C): -0.1464, atom 3 (C): -0.2872, atom 4 (C): -0.1564, atom 5 (N): 0.0724, atom 6 (C): -0.2206, atom 7 (O): -0.0126, atom 8 (H): 0.1472, atom 9 (H): 0.2212, atom 10 (H): 0.1111, atom 11 (H): 0.1183, atom 12 (H): 0.1330

***

Below is C4H5NO2 in the gas phase, with properties calculated with ωB97M-V/def2-TZVPD.

Output
SMILES string: OC1=NC[C@H]2O[C@@H]12
orbital gap: 10.83 eV
E_HOMO: -9.9 eV
LUMO level: 0.957 eV
2S+1: 1
total energy: -9812.61143 eV

Structure (XYZ):
```
12
Properties=species:S:1:pos:R:3:forces:R:3
O 1.394 -1.951 -0.430 0.0 0.0 0.0
C 0.578 -0.915 -0.209 -0.4 0.1 0.0
N -0.676 -1.031 -0.372 0.3 0.1 0.0
C -1.303 0.262 -0.139 -0.1 0.2 0.0
C -0.195 1.201 0.315 -0.2 0.1 -0.1
O 0.445 0.760 1.503 0.0 0.0 0.2
C 1.055 0.433 0.255 0.1 -0.1 -0.2
H 0.762 -2.637 -0.711 0.4 -0.1 0.0
H -2.088 0.155 0.616 0.1 0.1 -0.1
H -1.764 0.604 -1.073 0.0 0.1 0.2
H -0.253 2.277 0.173 0.1 -0.2 0.0
H 2.045 0.842 0.072 -0.2 -0.2 0.0
```
Forces are in eV/Å.

Löwdin charges, unit e, in atom order: atom 1 (O): 0.0963, atom 2 (C): -0.3774, atom 3 (N): 0.1053, atom 4 (C): -0.1501, atom 5 (C): -0.2191, atom 6 (O): 0.0188, atom 7 (C): -0.1373, atom 8 (H): 0.1241, atom 9 (H): 0.1216, atom 10 (H): 0.1183, atom 11 (H): 0.1462, atom 12 (H): 0.1532

***

Below is C4H5NO2 in the gas phase in a non-equilibrium geometry, with properties calculated with ωB97M-V/def2-TZVPD.

Output
SMILES string: O=C1OC[C@H]2CN12
orbital gap: 11.21 eV
E_HOMO: -10.6 eV
LUMO level: 0.655 eV
2S+1: 1
total energy: -9811.46054 eV

Structure (XYZ):
```
12
Properties=species:S:1:pos:R:3:forces:R:3
C -1.508 -0.126 -0.221 -5.0 0.4 -0.1
C 0.301 1.323 -0.086 1.1 -3.1 2.5
C 0.754 -0.154 -0.401 -0.3 2.4 -1.5
C 0.395 -1.271 0.450 2.2 -1.9 0.9
H 0.936 1.623 0.812 -1.5 -0.3 -0.3
H 0.613 2.058 -0.782 -0.5 0.4 -1.4
H 1.613 0.035 -1.050 0.0 -1.6 -0.1
H 1.135 -2.234 0.538 -2.2 2.2 -1.1
H 0.077 -1.091 1.515 -0.5 0.1 -1.5
N -0.489 -0.956 -0.845 1.5 0.9 3.3
O -2.733 -0.335 -0.053 4.6 -0.4 -0.8
O -1.094 1.128 0.122 0.9 0.7 0.2
```
Forces are in eV/Å.

Löwdin charges, unit e, in atom order: atom 1 (C): -0.4897, atom 2 (C): -0.1098, atom 3 (C): -0.2479, atom 4 (C): -0.0654, atom 5 (H): 0.1430, atom 6 (H): 0.1026, atom 7 (H): 0.1385, atom 8 (H): 0.1583, atom 9 (H): 0.1328, atom 10 (N): 0.1356, atom 11 (O): 0.0793, atom 12 (O): 0.0227

***

Below is C4H5NO2 in the gas phase, with properties calculated with ωB97M-V/def2-TZVPD.

Output
SMILES string: O=C[C@H]1CN1C=O
orbital gap: 10.68 eV
E_HOMO: -10.1 eV
LUMO level: 0.562 eV
2S+1: 1
total energy: -9811.71737 eV

Structure (XYZ):
```
12
Properties=species:S:1:pos:R:3:forces:R:3
O 0.300 1.853 0.913 -0.6 0.2 -0.5
C -0.465 1.431 0.076 -0.1 0.2 0.4
C -0.933 -0.008 0.180 -0.1 0.2 0.1
C -0.541 -1.170 -0.638 -0.1 0.0 -0.3
N 0.148 -0.902 0.638 0.3 -0.1 0.1
C 1.406 -0.249 0.363 0.3 -0.2 -0.4
O 1.693 0.217 -0.713 0.3 -0.5 0.5
H -0.870 2.099 -0.697 -0.2 -0.1 -0.1
H -1.882 -0.066 0.720 0.3 -0.1 0.1
H 0.056 -1.034 -1.532 -0.2 0.1 0.1
H -1.161 -2.063 -0.599 0.0 0.3 0.0
H 2.090 -0.240 1.216 -0.1 -0.1 0.0
```
Forces are in eV/Å.

Löwdin charges, unit e, in atom order: atom 1 (O): 0.0644, atom 2 (C): -0.1965, atom 3 (C): -0.2009, atom 4 (C): -0.0762, atom 5 (N): 0.0067, atom 6 (C): -0.2895, atom 7 (O): 0.0524, atom 8 (H): 0.1320, atom 9 (H): 0.1468, atom 10 (H): 0.1107, atom 11 (H): 0.1131, atom 12 (H): 0.1370

***

Below is C4H5NO2 in the gas phase, with properties calculated with ωB97M-V/def2-TZVPD.

Output
orbital gap (spin up / spin down): 7.68 / 7.35 eV
E_HOMO (spin up / spin down): -8.4 / -8.0 eV
LUMO level (spin up / spin down): -0.765 / -0.615 eV
2S+1: 1
total energy: -9810.38928 eV

Structure (XYZ):
```
12
Properties=species:S:1:pos:R:3:forces:R:3
O -1.505 -2.312 -1.286 0.4 0.4 0.0
C -0.774 -1.360 -1.209 -0.4 -0.4 -0.1
C -1.016 -0.309 -0.121 -0.1 0.2 0.4
O -2.081 -0.143 0.398 0.4 0.0 -0.2
N 0.148 0.457 0.284 -0.5 -0.6 -0.4
C 1.376 -0.044 -0.077 0.5 0.1 -0.2
C 0.019 1.385 1.212 0.0 0.5 0.6
H 0.025 -1.163 -1.941 -0.1 0.0 0.1
H 1.638 -0.086 -1.127 -0.1 -0.2 0.1
H 2.152 0.139 0.654 0.0 0.0 -0.2
H -0.846 1.392 1.858 -0.1 0.1 -0.2
H 0.864 2.042 1.356 -0.1 -0.1 0.1
```
Forces are in eV/Å.

Löwdin charges, unit e, in atom order: atom 1 (O): 0.1045, atom 2 (C): -0.1679, atom 3 (C): -0.3347, atom 4 (O): 0.1571, atom 5 (N): -0.2161, atom 6 (C): 0.0123, atom 7 (C): 0.0532, atom 8 (H): 0.1129, atom 9 (H): 0.0547, atom 10 (H): 0.0627, atom 11 (H): 0.0809, atom 12 (H): 0.0804